A | The following is a DFT calculation (the ωB97M-V functional and the def2-TZVPD basis) of 13 unconnected molecules or ions with the total composition C26H78O13S13.

Each line ends with the Löwdin charge.
CARTESIAN COORDINATES (ANGSTROEM)
C 3.3658 -17.9379 -13.0491  -0.257
S 2.6526 -17.9763 -14.7631  0.854
O 3.8664 -17.6195 -15.6264  -0.611
C 2.5978 -19.8034 -15.2083  -0.239
H 4.4216 -18.2060 -13.0853  0.053
H 2.9397 -18.6573 -12.3498  0.039
H 3.0334 -17.0016 -12.6009  0.038
H 2.3322 -20.4234 -14.3520  0.034
H 3.6016 -20.0980 -15.5146  0.046
H 1.8293 -20.0320 -15.9467  0.041
C 11.7211 -26.9190 -15.1317  -0.272
S 13.3602 -27.7309 -14.8771  0.854
O 13.1544 -29.2031 -15.1288  -0.594
C 13.9579 -27.2141 -16.5873  -0.246
H 11.8512 -25.8452 -14.9970  0.050
H 11.0493 -27.2661 -14.3466  0.042
H 11.2969 -27.2997 -16.0608  0.050
H 13.3332 -26.6876 -17.3088  0.044
H 14.2545 -28.1249 -17.1076  0.043
H 14.9308 -26.7572 -16.4062  0.030
C 9.2127 -21.3216 -15.6173  -0.265
S 10.8078 -20.5890 -15.0730  0.811
O 11.5664 -19.9911 -16.2215  -0.580
C 10.3914 -19.0689 -14.1046  -0.239
H 8.5580 -20.6126 -16.1241  0.052
H 8.5897 -21.6966 -14.8053  0.047
H 9.4562 -22.0719 -16.3695  0.045
H 11.0353 -18.7078 -13.3027  0.052
H 9.4587 -19.4698 -13.7078  0.022
H 10.1288 -18.2612 -14.7878  0.055
C -3.6699 -28.0798 -10.9371  -0.245
S -2.7234 -27.5117 -9.3600  0.861
O -1.9988 -28.7264 -8.8213  -0.601
C -1.3445 -26.8762 -10.4616  -0.262
H -4.2264 -27.2394 -11.3520  0.044
H -4.4854 -28.6228 -10.4594  0.023
H -3.1978 -28.7498 -11.6556  0.056
H -1.4358 -25.9268 -10.9891  0.048
H -1.2446 -27.5980 -11.2722  0.036
H -0.4179 -26.7374 -9.9047  0.041
C 0.7458 -29.7258 -23.6212  -0.275
S 0.6398 -28.2216 -22.5933  0.831
O -0.5294 -28.4908 -21.6122  -0.598
C 2.1998 -28.3296 -21.5578  -0.235
H 1.0648 -30.5789 -23.0224  0.045
H 1.3587 -29.6494 -24.5192  0.049
H -0.2356 -30.1028 -23.9091  0.051
H 3.0318 -27.8714 -22.0925  0.043
H 2.3173 -29.3842 -21.3084  0.043
H 2.1001 -27.7599 -20.6339  0.046
C -1.1928 -25.4210 -17.4379  -0.304
S -2.6348 -25.0912 -16.4346  0.850
O -2.0730 -24.3933 -15.1986  -0.585
C -3.1855 -23.7457 -17.6159  -0.249
H -1.5477 -25.8912 -18.3550  0.056
H -0.6904 -26.2712 -16.9764  0.041
H -0.4308 -24.6419 -17.4607  0.067
H -2.7900 -22.8284 -17.1797  0.049
H -4.2651 -23.8136 -17.4821  0.026
H -3.0076 -23.7784 -18.6908  0.050
C -0.0066 -33.7223 -15.4982  -0.258
S 0.6447 -32.1568 -16.1883  0.842
O -0.6248 -31.3398 -16.2147  -0.594
C 1.5817 -31.4624 -14.7361  -0.252
H 0.3859 -34.0111 -14.5232  0.044
H 0.3534 -34.4348 -16.2405  0.029
H -1.0864 -33.8194 -15.3860  0.059
H 1.0345 -31.7432 -13.8362  0.043
H 1.8251 -30.4005 -14.7714  0.049
H 2.5330 -31.9914 -14.6789  0.037
C 3.7642 -25.6247 -13.6288  -0.265
S 5.3026 -25.3936 -14.6060  0.819
O 5.8164 -26.7782 -14.8518  -0.583
C 4.4463 -24.8311 -16.1456  -0.246
H 4.0680 -26.1971 -12.7524  0.044
H 3.0751 -26.3198 -14.1085  0.051
H 3.2170 -24.6947 -13.4742  0.054
H 4.8282 -25.3982 -16.9945  0.052
H 4.8013 -23.8205 -16.3475  0.032
H 3.3672 -24.7569 -16.0104  0.041
C 8.4136 -32.3740 -14.0850  -0.296
S 9.0620 -32.8641 -12.4651  0.828
O 8.5791 -34.2327 -11.9922  -0.571
C 10.8544 -32.9620 -12.9470  -0.239
H 8.5772 -31.3332 -14.3642  0.057
H 7.3356 -32.4514 -13.9439  0.035
H 8.5384 -33.0279 -14.9481  0.057
H 11.1857 -33.9790 -12.7372  0.050
H 11.5047 -32.1756 -12.5638  0.045
H 10.9279 -32.7656 -14.0167  0.033
C 2.1158 -24.1761 -6.2832  -0.235
S 1.4866 -22.6631 -7.2189  0.822
O 1.8057 -23.0642 -8.5946  -0.586
C 2.8303 -21.4897 -6.8755  -0.272
H 1.5160 -25.0828 -6.3616  0.041
H 2.3169 -24.0347 -5.2213  0.042
H 3.0402 -24.4761 -6.7769  0.047
H 2.7382 -20.7527 -7.6733  0.046
H 3.8558 -21.8194 -6.7088  0.060
H 2.4964 -21.0338 -5.9435  0.035
C 3.9118 -21.7171 -23.2327  -0.239
S 2.4716 -22.5068 -22.2929  0.838
O 2.9255 -22.2282 -20.8500  -0.616
C 0.9586 -21.4124 -22.5169  -0.242
H 4.1858 -20.6975 -22.9618  0.050
H 3.6295 -21.5837 -24.2770  0.037
H 4.7757 -22.3574 -23.0542  0.044
H 0.2702 -21.7566 -23.2888  0.043
H 1.4276 -20.4286 -22.4984  0.041
H 0.3111 -21.3021 -21.6470  0.046
C 11.6356 -25.8590 -22.4704  -0.233
S 9.7654 -25.6139 -22.2476  0.851
O 8.9869 -26.5072 -23.2715  -0.603
C 9.4275 -26.2434 -20.5098  -0.256
H 12.0130 -26.1596 -23.4478  0.052
H 12.0467 -26.4452 -21.6485  0.035
H 11.9982 -24.8342 -22.3906  0.027
H 8.3430 -26.3004 -20.4170  0.044
H 9.9437 -25.7294 -19.6989  0.042
H 9.8676 -27.2236 -20.3264  0.041
C 2.5477 -29.8562 -7.9224  -0.258
S 3.9880 -28.9246 -8.5521  0.803
O 4.8554 -28.6196 -7.3396  -0.573
C 4.7720 -30.2380 -9.5719  -0.265
H 1.7418 -30.1118 -8.6104  0.052
H 2.0377 -29.3273 -7.1174  0.053
H 3.0413 -30.7919 -7.6599  0.042
H 5.2325 -31.0331 -8.9854  0.056
H 5.5634 -29.7658 -10.1539  0.041
H 4.0823 -30.7178 -10.2663  0.048

- Lowest unoccupied orbital energy: -0.148 eV
- Kohn-Sham gap: 8.6 eV


B | The following is a DFT calculation (the ωB97M-V functional and the def2-TZVPD basis) of 13 unconnected molecules or ions with the total composition C26H78O13S13.

Each line ends with the Löwdin charge.
CARTESIAN COORDINATES (ANGSTROEM)
C -13.6009 14.4497 17.5933  -0.213
S -14.6730 15.2062 18.8866  0.879
O -13.9494 15.3355 20.2024  -0.585
C -14.9280 16.8334 18.1139  -0.257
H -13.7888 13.3876 17.7420  0.049
H -12.5337 14.6232 17.7147  0.033
H -13.9741 14.7759 16.6270  0.051
H -14.0078 17.4197 18.1212  0.044
H -15.8209 17.3931 18.3816  0.050
H -15.1073 16.6393 17.0502  0.045
C -13.4587 11.3536 27.1672  -0.266
S -12.4990 10.8641 25.6962  0.878
O -13.1437 11.5722 24.5203  -0.600
C -11.1443 12.0506 26.0136  -0.244
H -14.3997 10.8015 27.2639  0.050
H -13.7825 12.3787 26.9915  0.016
H -12.9512 11.1981 28.1164  0.059
H -11.5297 13.0426 25.7986  0.021
H -10.3788 11.8082 25.2778  0.042
H -10.7526 11.9469 27.0237  0.064
C -9.8574 17.2749 29.2731  -0.251
S -9.3870 16.6086 27.6308  0.820
O -8.0911 15.8930 27.8631  -0.568
C -10.5900 15.2566 27.4883  -0.253
H -10.8777 17.6517 29.3463  0.038
H -9.1175 18.0407 29.4927  0.042
H -9.7840 16.4718 30.0085  0.055
H -10.4695 14.7880 26.5163  0.015
H -11.5597 15.7512 27.5700  0.019
H -10.5236 14.5229 28.2884  0.067
C -8.2884 11.2733 17.7690  -0.228
S -9.4619 12.6862 18.1190  0.805
O -10.4505 12.5260 16.9904  -0.567
C -10.1727 11.9067 19.5892  -0.260
H -8.8232 10.3474 17.5876  0.057
H -7.5143 11.1856 18.5305  0.051
H -7.8162 11.6590 16.8655  0.038
H -9.4845 11.9855 20.4294  0.058
H -10.3861 10.8867 19.2806  0.056
H -11.0954 12.4237 19.8508  0.025
C -6.5452 14.8804 21.5395  -0.242
S -5.9996 16.0253 22.7812  0.917
O -6.1242 15.3477 24.1237  -0.685
C -4.1802 16.0731 22.5847  -0.212
H -6.7657 13.9113 21.9918  0.023
H -5.7104 14.6861 20.8637  0.060
H -7.4355 15.2283 21.0197  0.020
H -3.7785 15.1873 23.0766  0.060
H -3.9225 16.9419 23.1899  0.047
H -3.7334 16.1804 21.5973  0.055
C -15.5990 18.3323 21.7965  -0.230
S -14.0268 18.3190 22.7818  0.888
O -13.9129 17.0809 23.6213  -0.581
C -12.9531 18.2512 21.3073  -0.266
H -16.3703 18.4650 22.5535  0.042
H -15.7820 17.4246 21.2265  0.044
H -15.5328 19.2353 21.1930  0.046
H -13.1313 17.2814 20.8407  0.013
H -11.9441 18.6085 21.4948  0.037
H -13.3781 18.9858 20.6156  0.053
C -16.1994 12.8129 25.2633  -0.236
S -17.7723 13.4981 24.6376  0.805
O -18.7881 12.4190 24.6939  -0.558
C -18.1530 14.7810 25.8744  -0.258
H -16.2470 13.0544 26.3254  0.031
H -15.3671 13.2169 24.6967  0.017
H -16.3114 11.7436 25.1020  0.049
H -17.6311 15.6401 25.4433  0.033
H -17.8429 14.5784 26.8976  0.044
H -19.2104 15.0030 25.7535  0.049
C -10.9865 15.2157 21.3897  -0.273
S -11.6427 14.1725 22.7443  0.856
O -10.9336 14.5572 24.0192  -0.571
C -13.4012 14.6643 23.0090  -0.226
H -11.2345 16.2623 21.6015  0.005
H -11.4948 15.1215 20.4266  0.017
H -9.9105 15.1047 21.2864  0.036
H -13.4920 15.3862 23.8220  0.009
H -14.0186 13.7864 23.1639  0.023
H -13.6917 15.2750 22.1477  0.002
C -10.9392 17.0932 18.5254  -0.253
S -9.1814 17.5120 18.7208  0.896
O -8.7863 16.6910 19.9270  -0.580
C -8.6576 16.4884 17.3281  -0.255
H -11.2549 17.1382 17.4791  0.060
H -11.5322 17.7573 19.1465  0.027
H -11.1061 16.0460 18.7779  0.027
H -9.0038 16.9768 16.4195  0.057
H -8.9386 15.4461 17.4401  0.017
H -7.5698 16.4675 17.4287  0.054
C -9.8714 17.5233 22.9801  -0.272
S -9.3979 18.9958 23.9460  0.852
O -9.7986 20.0738 22.9623  -0.588
C -7.5878 18.7801 23.8624  -0.279
H -10.8767 17.2513 23.2882  0.032
H -9.1749 16.6909 23.1223  0.048
H -9.6902 17.7560 21.9323  0.033
H -7.0447 19.5494 24.4158  0.050
H -7.1708 18.9371 22.8653  0.050
H -7.3383 17.7893 24.2338  0.006
C -14.5366 15.7345 26.9196  -0.256
S -14.6720 14.9302 28.5269  0.809
O -13.3337 14.2812 28.7548  -0.551
C -14.6681 16.4335 29.4786  -0.271
H -15.4744 16.2221 26.6614  0.048
H -14.1691 15.0164 26.1887  0.044
H -13.7437 16.4803 27.0097  0.052
H -13.7009 16.9298 29.3613  0.050
H -14.7741 16.1771 30.5308  0.053
H -15.4042 17.1664 29.1482  0.061
C -5.9334 14.2661 25.8107  -0.291
S -7.3783 13.1937 25.6469  0.847
O -6.8951 11.7723 25.7549  -0.574
C -7.7452 13.4275 23.9094  -0.289
H -5.3071 14.4328 24.9403  0.028
H -5.4875 13.8423 26.7082  0.059
H -6.4139 15.2040 26.1067  0.038
H -8.6586 12.9030 23.6392  0.043
H -6.9232 12.9345 23.3850  0.052
H -7.8017 14.5012 23.7339  0.022
C -13.5366 10.6779 21.2714  -0.255
S -15.2937 10.6479 20.7602  0.825
O -15.4842 9.5768 19.7211  -0.584
C -15.7737 9.8095 22.3474  -0.242
H -12.9594 11.1303 20.4698  0.024
H -13.2644 9.7105 21.6795  0.063
H -13.5365 11.3940 22.0992  0.012
H -15.1981 10.1867 23.1937  0.023
H -15.5246 8.7580 22.1979  0.053
H -16.8348 9.8551 22.5896  0.047

- Lowest unoccupied orbital energy: -0.110 eV
- Kohn-Sham gap: 7.4 eV


The data favor B; the next most stable structure lies 3.495 eV above it.


A | The following is a DFT calculation (the ωB97M-V functional and the def2-TZVPD basis) of a single C5H5N3 molecule.

Each line ends with the Löwdin charge.
CARTESIAN COORDINATES (ANGSTROEM)
N -0.5282 -0.4149 2.9737  0.130
C -0.3288 -0.6692 1.7613  -0.245
C 0.4768 -1.4155 0.7355  -0.114
C 0.5084 -1.2001 -0.5682  -0.122
N -0.1312 -0.1208 -1.2355  0.022
C -0.3429 0.8811 -0.2419  -0.188
C -0.3894 2.3475 -0.8726  -0.121
N -0.5756 3.3732 -1.3669  0.120
H 0.9695 -2.3122 1.3012  0.151
H 1.0407 -1.8307 -1.2219  0.113
H 0.1763 0.0727 -2.0628  0.052
H -1.2448 0.5449 0.1110  0.075
H 0.3692 0.7440 0.6871  0.127

- Lowest unoccupied orbital energy: 0.234 eV
- Kohn-Sham gap: 9.9 eV
- SMILES: N#C/C=C\NCC#N


B | The following is a DFT calculation (the ωB97M-V functional and the def2-TZVPD basis) of a molecular structure, C5H5N3.

Each line ends with the Löwdin charge.
CARTESIAN COORDINATES (ANGSTROEM)
C 0.7297 -0.9714 -0.5545  -0.133
C 0.8310 0.3287 0.1235  -0.304
C -0.4369 1.0804 0.7079  -0.119
C -1.8970 0.7539 0.0609  -0.208
C 2.0348 1.1426 0.1845  -0.204
H -1.5860 -1.5806 -0.8380  0.156
H -0.0548 -2.6751 -1.3092  0.125
H 1.8648 -1.8474 -0.4579  0.232
H -0.5064 0.6554 1.7466  0.108
H -0.4603 2.3131 0.8392  0.173
N -0.4540 -1.7064 -0.9223  -0.025
N -3.0270 0.6312 -0.2289  0.100
N 2.9622 1.8756 0.6483  0.098

- Lowest unoccupied orbital energy: -0.284 eV
- Kohn-Sham gap: 8.5 eV


C | The following is a DFT calculation (the ωB97M-V functional and the def2-TZVPD basis) of a single C5H5N3 molecule.

Each line ends with the Löwdin charge.
CARTESIAN COORDINATES (ANGSTROEM)
N -3.2603 0.0299 -0.5691  0.167
C -2.1058 0.1075 -0.4868  -0.125
C -0.7100 -0.1380 -0.2079  -0.414
C -0.0244 1.0287 0.2206  -0.121
C 1.4712 0.7257 -0.4149  -0.103
N 1.4708 -0.3463 -1.0176  0.024
N 0.2882 -1.0202 -0.9100  -0.032
C 0.0198 -1.3030 0.5182  -0.016
H 0.1195 0.8952 1.2800  0.097
H -0.1487 2.1967 -0.1681  0.180
H 2.3638 1.3024 -0.1191  0.117
H 0.9298 -1.2332 1.1429  0.132
H -0.4137 -2.2454 0.7317  0.093

- Lowest unoccupied orbital energy: 0.740 eV
- Kohn-Sham gap: 10.4 eV
- SMILES: N#C[C@]12CC=NN1C2


D | The following is a DFT calculation (the ωB97M-V functional and the def2-TZVPD basis) of a single C5H5N3 molecule.

Each line ends with the Löwdin charge.
CARTESIAN COORDINATES (ANGSTROEM)
C 1.2324 -0.9033 0.0557  -0.003
C -0.2281 -0.6610 -0.0138  -0.181
N -1.4702 -1.1430 0.1288  0.049
N -2.3681 -0.0872 0.0394  0.061
C -1.7408 1.0340 -0.0188  -0.065
C -0.2968 0.7968 -0.0097  -0.247
N 0.8446 1.4145 0.1033  0.087
C 1.8302 0.3710 0.0029  -0.315
H 1.4317 -2.0205 -0.1037  0.120
H -1.8603 -1.9670 -0.0951  0.098
H -2.3747 1.8712 -0.0112  0.093
H 2.5473 0.6134 0.8236  0.142
H 2.4528 0.6812 -0.9013  0.161

- Lowest unoccupied orbital energy (alpha / beta): -0.072 / -0.072 eV
- Kohn-Sham gap (alpha / beta): 8.2 / 8.2 eV
- SMILES: C1=c2[nH]ncc2=NC1


The data favor D; the next most stable structure lies 0.854 eV above it.


A | The following is a DFT calculation (the ωB97M-V functional and the def2-TZVPD basis) of a single C5H5N3 molecule.

Each line ends with the Löwdin charge.
CARTESIAN COORDINATES (ANGSTROEM)
C 2.3036 0.5312 0.6040  0.123
C 1.7301 -0.4329 0.1647  -0.167
C 1.2879 -1.5625 -0.6019  -0.096
C 0.0245 -1.6096 -0.4116  -0.194
N -0.9744 -1.8130 0.2351  0.159
C -1.8587 -0.7417 0.4025  -0.235
N -1.8455 0.3612 -0.1674  -0.024
N -1.1743 0.6177 -1.2984  0.033
H 2.7961 1.3629 1.0259  0.018
H 1.9571 -1.9982 -1.3737  0.129
H -2.3829 -0.9418 1.2291  0.067
H -0.8558 -0.1842 -1.9117  0.123
H -1.5322 1.4398 -1.6619  0.063

- Lowest unoccupied orbital energy: 0.661 eV
- Kohn-Sham gap: 9.2 eV
- SMILES: C#CC=C=N/C=N\N


B | The following is a DFT calculation (the ωB97M-V functional and the def2-TZVPD basis) of a single C5H5N3 molecule.

Each line ends with the Löwdin charge.
CARTESIAN COORDINATES (ANGSTROEM)
C -3.1121 -1.3411 -1.2503  0.113
C -2.0441 -0.9413 -0.8585  -0.122
C -0.8725 -0.3455 -0.2952  -0.200
N -0.3560 0.6776 -0.8723  0.029
N 0.8719 1.1083 -0.4758  -0.076
C 1.4385 0.8856 0.8793  -0.175
C 2.0802 -0.4640 1.0031  -0.208
N 2.5499 -1.5416 1.0020  0.140
H -4.0157 -1.8014 -1.6194  0.035
H -0.3772 -0.8979 0.5342  0.109
H 0.9120 2.0570 -0.7318  0.098
H 2.2606 1.6185 0.9920  0.125
H 0.6645 0.9859 1.6929  0.132

- Lowest unoccupied orbital energy: 0.565 eV
- Kohn-Sham gap: 9.7 eV
- SMILES: C#C/C=N/NCC#N


C | The following is a DFT calculation (the ωB97M-V functional and the def2-TZVPD basis) of a single C5H5N3 molecule.

Each line ends with the Löwdin charge.
CARTESIAN COORDINATES (ANGSTROEM)
C -2.0613 -0.1192 -0.1148  -0.122
C -1.3584 1.1021 0.0245  -0.080
N -0.0542 0.6677 0.0896  -0.073
C 1.2043 1.2110 -0.0474  -0.023
C 2.0289 0.0912 -0.1688  -0.051
N 1.2790 -1.1280 0.2176  0.116
C -0.0555 -0.6647 0.0482  -0.453
N -1.1811 -1.2274 -0.0653  0.113
H -3.1155 -0.1959 -0.2376  0.074
H -1.8432 2.1044 0.6072  0.173
H 1.6554 2.1818 -0.2683  0.122
H 3.0371 0.0690 -0.0566  0.058
H 1.4123 -2.0683 -0.1880  0.145

- Lowest unoccupied orbital energy: 0.938 eV
- Kohn-Sham gap: 9.3 eV
- SMILES: c1cn2cc[nH]c2n1


The data favor C; the next most stable structure lies 1.784 eV above it.